(1)
{"formula": "C17H26AlCl2N5O4S", "method": "ωB97M-V/def2-TZVPD", "charge": 2, "homo_ev": -13.0, "orbital_gap_ev": 8.601, "total_energy_ev": -76163.0403, "fmax_ev_per_a": 1.41, "species": ["Al", "N", "C", "C", "C", "C", "N", "C", "N", "N", "C", "O", "O", "H", "H", "H", "H", "H", "H", "H", "H", "H", "H", "H", "H", "H", "H", "Cl", "C", "C", "C", "C", "C", "Cl", "C", "S", "H", "H", "H", "O", "C", "O", "C", "N", "C", "C", "C", "H", "H", "H", "H", "H", "H", "H", "H", "H"], "coordinates": [[1.40352, 0.34513, -0.96674], [-0.06900, -0.68676, -2.10257], [-0.32530, -2.00866, -1.48720], [-0.07940, -3.12958, -2.51255], [-0.29178, -4.58523, -2.06744], [-1.66460, -4.92286, -1.48028], [-1.66760, -4.66562, -0.04160], [-2.54162, -5.13559, 0.82662], [-3.61012, -5.82888, 0.43291], [-2.35774, -4.88078, 2.12801], [0.61668, -2.12664, -0.27337], [0.42951, -2.97972, 0.57637], [1.58939, -1.27158, -0.26740], [-0.91830, -0.15997, -2.28170], [0.36591, -0.81058, -3.01554], [-1.34605, -2.05423, -1.10735], [0.95373, -3.03972, -2.86170], [-0.72523, -2.92800, -3.37176], [0.47330, -4.88519, -1.34969], [-0.14500, -5.20112, -2.95371], [-1.86503, -5.98319, -1.65096], [-2.44972, -4.34570, -1.98012], [-0.83420, -4.18462, 0.32950], [-3.74813, -6.05680, -0.53592], [-4.23029, -6.25397, 1.09939], [-1.51705, -4.41696, 2.43056], [-2.94846, -5.28786, 2.83112], [3.58206, 0.82842, -0.39273], [3.59695, 2.49076, -0.93237], [4.52133, 3.34802, -0.36472], [4.54366, 4.66920, -0.77300], [3.64633, 5.11614, -1.72939], [2.72937, 4.24015, -2.28844], [1.63679, 4.82438, -3.48120], [2.68224, 2.89013, -1.90642], [1.55470, 1.78590, -2.67706], [5.22899, 2.98475, 0.36886], [5.26510, 5.35273, -0.34797], [3.65811, 6.14630, -2.05745], [-0.90212, 0.64688, 1.85422], [-0.09784, 1.42651, 1.36633], [0.57679, 1.26447, 0.29535], [0.07501, 2.80911, 2.02854], [-0.60672, 2.71448, 3.36446], [-1.63857, 3.80071, 3.44973], [-2.05437, 3.95776, 1.99609], [-0.70857, 3.89733, 1.26753], [1.13029, 3.04994, 2.12705], [0.03352, 2.71193, 4.15499], [-1.07422, 1.78539, 3.30041], [-1.16141, 4.70513, 3.82362], [-2.43569, 3.50810, 4.12827], [-2.58968, 4.88643, 1.81668], [-2.69929, 3.12898, 1.69847], [-0.18990, 4.85158, 1.35445], [-0.80028, 3.66306, 0.20881]], "atomic_forces_ev_per_a": [[-1.201, 0.089, -0.730], [0.083, 0.127, 0.031], [0.182, -0.170, 0.194], [-0.054, -0.078, 0.137], [-0.018, 0.192, 0.033], [0.002, -0.059, -0.058], [0.266, 0.043, 0.022], [0.014, 0.019, 0.073], [0.010, -0.028, -0.058], [-0.004, -0.038, -0.041], [-0.358, -0.292, -0.156], [0.220, 0.080, -0.113], [0.410, -0.248, 0.344], [-0.047, -0.015, 0.100], [-0.025, 0.015, -0.051], [-0.045, 0.087, -0.031], [-0.005, 0.005, -0.058], [-0.012, 0.015, 0.007], [0.049, -0.018, -0.040], [0.017, -0.032, 0.012], [0.009, -0.002, -0.022], [-0.027, -0.021, 0.049], [-0.227, 0.155, -0.107], [-0.007, 0.008, 0.005], [-0.032, 0.013, 0.024], [-0.012, -0.006, 0.017], [-0.015, 0.002, 0.004], [0.637, -0.220, 0.318], [-0.002, 0.697, -0.216], [0.127, -0.197, 0.144], [-0.034, 0.061, -0.038], [-0.016, -0.009, -0.018], [0.139, -0.132, 0.164], [-0.048, 0.048, -0.057], [-0.002, 0.034, -0.156], [0.101, -0.255, 0.205], [-0.044, -0.010, 0.008], [0.009, -0.017, -0.003], [-0.010, -0.009, -0.006], [0.218, 0.055, -0.030], [-0.467, -0.015, 0.260], [0.126, 0.349, 0.022], [0.106, -0.156, -0.471], [-0.088, -0.134, 0.070], [-0.291, 0.243, -0.118], [0.119, -0.020, -0.006], [-0.071, 0.022, 0.018], [0.007, -0.032, 0.146], [0.045, -0.012, -0.017], [0.066, 0.004, 0.111], [0.069, -0.052, 0.031], [0.060, -0.078, 0.024], [0.009, 0.012, 0.038], [-0.011, 0.010, -0.007], [0.017, 0.001, -0.012], [0.056, -0.033, 0.008]]}

(2)
{"formula": "C25H32B11Br6FN2Pd", "method": "ωB97M-V/def2-TZVPD", "charge": -2, "homo_ev": [-1.1, -0.9], "orbital_gap_ev": [5.010, 4.804], "total_energy_ev": -463324.0663, "fmax_ev_per_a": 0.82, "species": ["Pd", "C", "C", "C", "C", "C", "C", "C", "C", "C", "C", "C", "C", "N", "C", "C", "C", "C", "C", "C", "F", "H", "H", "H", "H", "H", "H", "H", "H", "H", "H", "H", "H", "H", "H", "H", "H", "H", "H", "H", "H", "H", "Br", "B", "B", "C", "B", "B", "B", "B", "B", "Br", "B", "Br", "B", "Br", "B", "Br", "B", "Br", "H", "H", "H", "H", "H", "H", "N", "C", "C", "C", "C", "C", "C", "H", "H", "H", "H", "H"], "coordinates": [[0.46456, 0.05477, -0.23894], [-2.49633, 1.59687, 2.27884], [-2.03035, 2.65826, 1.28218], [-0.52976, 2.92803, 1.38533], [-2.52307, 2.42632, -0.14056], [-3.19383, 3.50073, -0.72217], [-3.75338, 3.42353, -1.98029], [-3.66296, 2.23208, -2.68072], [-2.99331, 1.14069, -2.15124], [-2.91278, -0.15549, -2.93843], [-1.56100, -0.26119, -3.63438], [-4.04652, -0.33884, -3.94507], [-2.38797, 1.23364, -0.87830], [-1.69161, 0.10665, -0.38784], [-2.46271, -0.93519, -0.01822], [-3.86435, -0.87247, 0.17855], [-4.61838, -1.96222, 0.57418], [-4.03431, -3.20140, 0.79972], [-2.66210, -3.31352, 0.59699], [-1.92645, -2.22837, 0.19729], [-0.59666, -2.44685, -0.06247], [-2.19274, 1.87721, 3.28771], [-2.06929, 0.62668, 2.05573], [-3.58302, 1.48780, 2.26178], [-2.52340, 3.59389, 1.58315], [0.07496, 2.10279, 1.00359], [-0.25032, 3.09209, 2.42986], [-0.25209, 3.80841, 0.80503], [-3.27825, 4.41970, -0.15273], [-4.27110, 4.27513, -2.40497], [-4.12364, 2.15163, -3.65505], [-2.98512, -0.98368, -2.22587], [-1.44577, 0.52409, -4.38399], [-1.44801, -1.22724, -4.13143], [-0.75643, -0.14775, -2.91411], [-3.95162, 0.34252, -4.79236], [-5.02745, -0.18293, -3.49283], [-4.01408, -1.35341, -4.34547], [-4.35512, 0.07938, 0.02139], [-5.68420, -1.82940, 0.71371], [-4.61773, -4.05443, 1.11517], [-2.13598, -4.25068, 0.73184], [2.92593, -0.66434, -0.18248], [3.34883, -1.26035, 1.62372], [4.51073, -2.59495, 1.91026], [3.94574, -3.22142, 3.43928], [2.70432, -2.80929, 2.27603], [2.46226, -2.58957, 4.10622], [4.11816, -2.22802, 4.86355], [5.38167, -2.23764, 3.50857], [4.96856, -0.91374, 2.37043], [6.35367, 0.03878, 1.40060], [4.72440, -0.69117, 4.15735], [5.85023, 0.49691, 5.20573], [2.95425, -0.90456, 4.52035], [2.08338, 0.05511, 5.96620], [2.09806, -1.25937, 2.95824], [0.28676, -0.65498, 2.62868], [3.48726, -0.09267, 3.00075], [3.17311, 1.78224, 2.70798], [5.03929, -3.26050, 1.09191], [3.78016, -2.14948, 3.28393], [2.06936, -3.61061, 1.69003], [1.67521, -3.24405, 4.69333], [4.39317, -2.66212, 5.92661], [6.45822, -2.67621, 3.71506], [0.81165, 1.55620, -1.50866], [1.36996, 1.45455, -2.69086], [1.62503, 2.65562, -3.43055], [2.21469, 2.62844, -4.66857], [2.58935, 1.43289, -5.29073], [2.33157, 0.25426, -4.60009], [1.74910, 0.24227, -3.35015], [1.33745, 3.59615, -2.97962], [2.38762, 3.57517, -5.17771], [3.04902, 1.42450, -6.27069], [2.59065, -0.70056, -5.05060], [1.52485, -0.70530, -2.86872]], "atomic_forces_ev_per_a": [[-0.247, 0.117, -0.131], [-0.046, 0.034, -0.093], [-0.074, 0.077, 0.034], [0.120, -0.142, -0.027], [0.097, -0.017, -0.014], [0.029, 0.026, -0.029], [-0.046, 0.027, -0.054], [0.008, 0.034, 0.003], [-0.097, -0.076, -0.034], [-0.002, -0.097, 0.048], [0.058, -0.002, 0.014], [-0.005, -0.016, 0.023], [0.050, 0.114, 0.072], [0.075, 0.194, 0.062], [0.231, -0.196, 0.078], [-0.114, 0.081, 0.123], [0.052, -0.088, 0.023], [-0.074, 0.048, 0.010], [0.128, -0.043, 0.003], [0.178, -0.099, -0.091], [-0.310, 0.072, 0.138], [0.025, 0.026, 0.096], [0.031, -0.108, -0.039], [-0.016, 0.020, -0.016], [0.033, -0.098, 0.042], [-0.097, 0.058, 0.046], [-0.005, 0.028, 0.014], [-0.006, 0.029, -0.051], [-0.023, 0.042, 0.005], [-0.008, 0.026, -0.022], [-0.025, 0.026, -0.077], [-0.010, 0.151, -0.198], [0.019, 0.061, -0.033], [-0.004, -0.062, -0.026], [0.018, 0.001, 0.018], [0.014, 0.057, -0.048], [-0.035, -0.003, 0.046], [0.005, -0.047, -0.018], [0.008, 0.004, -0.011], [-0.066, -0.017, 0.009], [-0.032, -0.042, 0.020], [-0.021, -0.030, 0.001], [0.233, 0.065, -0.145], [-0.103, -0.080, 0.202], [0.031, -0.099, 0.079], [-0.121, 0.805, -0.107], [0.028, -0.085, 0.060], [0.067, -0.066, -0.002], [0.006, -0.149, -0.008], [-0.013, -0.127, 0.040], [-0.069, -0.118, 0.040], [0.081, 0.093, -0.060], [-0.014, -0.197, -0.005], [0.063, 0.117, 0.058], [0.075, -0.169, -0.066], [-0.059, 0.100, 0.088], [0.169, -0.066, -0.094], [-0.068, -0.041, 0.080], [-0.027, -0.278, -0.031], [-0.016, 0.279, -0.032], [0.008, -0.033, -0.026], [-0.016, 0.111, -0.022], [-0.016, -0.048, -0.026], [-0.011, -0.047, 0.002], [0.003, -0.030, 0.029], [0.034, -0.021, -0.005], [-0.254, 0.007, 0.149], [-0.055, -0.160, 0.141], [0.081, 0.173, -0.084], [0.058, 0.128, -0.120], [0.028, 0.025, -0.082], [0.037, -0.131, -0.035], [-0.010, -0.199, 0.016], [-0.023, 0.033, 0.036], [-0.008, -0.054, 0.016], [0.008, 0.007, -0.007], [0.002, 0.014, -0.013], [0.057, 0.073, 0.016]]}